Molecular formula: C6H8N2O2S
Method: DFT, ωB97M-V/def2-TZVPD

Geometry (Å):
C 1.8707 0.7395 0.5414
C 1.8299 0.4292 -0.7661
C -0.2301 0.2489 -0.0065
C -1.7795 -0.1334 0.2954
C 0.3025 0.6781 2.4351
C -1.8301 -0.4873 -2.5880
N 0.5422 0.6003 0.9899
N 0.5562 0.1093 -1.0590
O -2.6134 0.6833 -0.0635
O -1.7934 -1.1602 0.9234
S -0.0297 -0.2713 -2.8118
H 2.6966 1.1401 1.0560
H 2.4620 0.5120 -1.6287
H 0.9094 -0.1496 3.1016
H 0.4026 1.7152 2.8148
H -0.7028 0.3453 2.5774
H -2.2473 -0.9183 -3.4954
H -2.1687 0.4685 -2.4257
H -1.7850 -1.0643 -1.6387

## Properties
LUMO level: 0.1 eV
E_tot: -891.53450 hartree
total charge: 0
HOMO: -9.114 eV

=====

Molecular formula: C6H8N2O2S
Method: DFT, ωB97M-V/def2-TZVPD

Geometry (Å):
C 1.4929 -1.5153 0.1762
C 0.2037 -1.5937 -0.1535
C -2.1029 -0.7238 -0.4288
C 2.3067 -0.3241 0.4802
C -2.3242 0.7782 -0.2732
C -0.8057 0.8572 -0.0188
N 4.9166 0.5239 -0.0384
N -0.7530 -0.5959 -0.2254
O -2.7928 -1.6819 -0.6304
O -0.0306 1.6054 -0.8812
S 3.9385 -0.4218 -0.5507
H 2.0328 -2.4530 0.2076
H -0.2435 -2.5545 -0.3750
H 1.8329 0.6198 0.2246
H 2.6592 -0.3029 1.5117
H -2.6616 1.2808 -1.1766
H -2.9617 1.0591 0.5599
H -0.5117 1.1560 0.9928
H -0.2887 1.4293 -1.7952

## Properties
LUMO level: -0.6 eV
E_tot: -891.50386 hartree
total charge: 0
HOMO: -8.471 eV

=====

Molecular formula: C6H8N2O2S
Method: DFT, ωB97M-V/def2-TZVPD

Geometry (Å):
C -1.0233 0.4091 2.1989
C -0.5801 0.1955 0.8750
C 0.5751 0.6518 0.2622
C 0.5844 0.0092 -1.1097
C 0.8964 0.9222 -2.3267
C 1.6629 -1.0241 -0.9565
N -1.3214 -0.5907 -0.0298
N -0.7449 -0.6416 -1.1163
O -2.1125 -0.2229 2.4573
O -4.3460 -1.1122 3.0240
S -3.3043 -0.2718 3.5505
H -0.4428 1.0850 2.9217
H 1.3046 1.1970 0.7807
H 0.6590 1.9035 -2.1969
H 0.4484 0.5867 -3.1877
H 2.0693 0.8049 -2.4725
H 2.5458 -0.5025 -0.8243
H 1.7169 -1.7016 -1.7442
H 1.4126 -1.6977 -0.1056

## Properties
LUMO level (alpha / beta): -0.3 / -0.8 eV
E_tot: -891.42553 hartree
total charge: 0
HOMO (alpha / beta): -8.416 / -7.437 eV

=====

Molecular formula: C6H8N2O2S
Method: DFT, ωB97M-V/def2-TZVPD

Geometry (Å):
C 1.8171 -2.2870 -0.1311
C -0.0393 -0.4023 0.1099
C 2.5257 -0.0755 -0.2718
C -2.2600 0.0972 1.1630
C -1.6957 0.7270 -1.2186
C -1.1485 0.5424 0.2082
N 2.5951 -1.3026 -0.2122
N 3.1148 1.0878 0.0640
O 2.4320 2.0800 0.2624
O 4.3455 1.0429 0.0714
S 0.0154 -2.0013 0.1152
H 2.1296 -3.3056 -0.2117
H -3.0428 0.8505 1.1925
H -1.8643 -0.0326 2.1673
H -2.6906 -0.8468 0.8338
H -0.8959 0.9875 -1.9073
H -2.4307 1.5268 -1.2213
H -2.1694 -0.1915 -1.5578
H -0.7381 1.5033 0.5441

## Properties
LUMO level: -0.9 eV
E_tot: -891.31529 hartree
total charge: 0
HOMO: -8.436 eV

=====

Molecular formula: C6H8N2O2S2
Method: DFT, ωB97M-V/def2-TZVPD

Geometry (Å):
C -1.4677 2.3180 -1.1739
N -1.1295 1.4463 -0.0853
C -0.4766 0.3808 -0.3298
N 0.1794 -0.0196 -1.4074
S 0.7301 -1.6914 -1.2540
O 1.9603 -1.9218 -1.8635
O -0.3505 -2.5545 -1.7074
C 0.7789 -1.4135 0.5191
C 1.9234 -1.3301 1.1311
S 1.8657 -0.2288 2.5860
C 0.0320 0.0732 2.2320
C -0.3086 -0.5484 0.8921
H -1.0452 3.3144 -0.8689
H -2.5782 2.2918 -1.2649
H -0.9262 1.9554 -2.2018
H 0.0533 0.3856 -2.2936
H 2.8318 -1.9080 0.9061
H -0.1368 1.0831 2.1359
H -0.5592 -0.5939 2.9901
H -1.3763 -1.0384 1.0578

## Properties
LUMO level: 0.3 eV
E_tot: -1289.69875 hartree
SMILES string: C/N=C1\NS(=O)(=O)C2=CSC[C@H]21
total charge: 0
HOMO: -9.099 eV

=====

Molecular formula: C6H8N2O3S
Method: DFT, ωB97M-V/def2-TZVPD

Geometry (Å):
C 0.1751 -0.4554 1.0716
C 0.4661 0.7241 0.4923
C 0.4510 -0.4112 2.4898
C 0.2744 1.1608 -0.9186
C -0.8889 0.4269 -1.5952
C -0.5566 -1.0037 -1.9583
N 1.0200 1.5603 1.4381
N 0.8600 0.9143 2.6660
O 0.3639 -1.2130 3.3866
O -1.8648 -2.4340 -0.0961
O 0.4895 -3.0509 -0.5837
S -0.5232 -2.0495 -0.4238
H 0.0832 2.2385 -0.9316
H 1.1925 0.9877 -1.4871
H -1.7513 0.4186 -0.9257
H -1.1669 0.9788 -2.4972
H -1.3285 -1.4556 -2.5799
H 0.4168 -1.1113 -2.4264
H 0.8702 2.5614 1.4268
H 1.4177 1.2132 3.4522

## Properties
LUMO level: 0.1 eV
E_tot: -966.76070 hartree
total charge: 0
HOMO: -8.858 eV

=====

Molecular formula: C6H8N2O4S2
Method: DFT, ωB97M-V/def2-TZVPD

Geometry (Å):
C 1.0819 3.0388 -0.6944
C 2.0404 2.5363 0.2126
C 0.1431 2.1807 -1.2639
C 2.1163 1.2309 0.4743
C 0.1785 0.8377 -0.9943
C 1.2397 0.3665 -0.1295
N -2.7971 -2.1337 -0.5556
N -2.2817 -2.6169 0.6006
O 2.4029 -1.7743 1.0289
O 0.7762 -2.0786 -0.7990
O -1.8101 -0.2887 1.1350
O -1.3841 -2.0590 2.8387
S 1.1562 -1.3715 0.3856
S -1.2828 -1.6113 1.4951
H 0.8485 4.0193 -0.8911
H 2.8214 3.0503 0.6794
H -0.5385 2.6196 -1.8829
H 2.9578 0.8162 1.1224
H -0.4023 0.2118 -1.5364
H -2.9454 -1.0234 -0.3723
H -2.2627 -2.3232 -1.5217
H -2.0582 -3.6276 0.6682

## Properties
LUMO level (alpha / beta): -2.1 / -2.1 eV
E_tot: -1440.11241 hartree
total charge: 0
HOMO (alpha / beta): -8.954 / -8.972 eV

=====

Molecular formula: C6H8N2OS3
Method: DFT, ωB97M-V/def2-TZVPD

Geometry (Å):
C -0.4328 -0.3300 -0.4865
C 0.8132 1.3373 -1.3279
C -2.4422 1.9722 0.8214
C -0.4176 0.8692 -1.3217
C 0.8003 -0.6153 -0.0647
C 1.7565 0.4221 -0.6790
N -0.7954 -3.3673 1.3526
N -1.6661 2.8486 0.8380
O 2.3625 -0.9250 2.0538
S -1.7294 1.2623 -2.2992
S 1.5206 -1.7243 1.1948
S -0.2395 -2.0136 2.2903
H -1.2635 -0.8355 0.0249
H 1.0954 2.2444 -1.9817
H 2.5849 -0.0005 -1.3721
H 2.2893 1.0596 0.0988
H -0.4256 -4.3240 1.4774
H -1.7305 -3.6127 1.7048
H -0.9066 3.3415 0.4273
H -1.1733 2.3910 -2.7512

## Properties
LUMO level: 0.2 eV
E_tot: -1612.57581 hartree
total charge: 0
HOMO: -8.418 eV

=====

Molecular formula: C6H8N2OS3
Method: DFT, ωB97M-V/def2-TZVPD

Geometry (Å):
C -0.2658 -1.1623 -0.2551
C 1.0326 -1.5571 0.0589
C -0.6255 0.2262 -0.2097
C 0.3551 1.2604 -0.1152
C 2.0623 -0.5587 0.0343
C 1.7955 0.8731 0.0717
N -3.3111 -1.3695 0.6060
N -1.9497 0.5348 -0.3557
O 4.3692 0.3227 -0.1819
S -0.1722 2.8820 0.0067
S 3.6947 -0.9827 -0.0438
S -3.3024 -0.3960 -0.7574
H -1.0710 -1.8428 -0.2533
H 1.3443 -2.5009 0.2636
H 2.6142 1.3317 -0.6060
H 2.0106 1.2861 1.1592
H -4.1030 -1.0218 1.3238
H -3.4029 -2.2273 0.2314
H -2.0505 1.5330 -0.4582
H 0.9757 3.3692 -0.5195

## Properties
LUMO level (alpha / beta): -0.7 / -0.7 eV
E_tot: -1612.62054 hartree
total charge: 0
HOMO (alpha / beta): -7.091 / -7.068 eV

=====

Molecular formula: C6H8N2P
Method: DFT, ωB97M-V/def2-TZVPD

Geometry (Å):
H -3.2170 -1.5773 0.8422
P -2.0689 -1.8147 -0.0558
N -1.3693 -0.3892 -0.1953
C -2.0500 0.7467 0.3035
C -0.1870 -0.0522 -0.8229
C 1.0121 -0.4737 -0.4251
C 2.2736 -0.0218 -0.9809
C 3.2310 -0.6010 -0.3043
C 2.5748 -1.4257 0.7608
N 1.3323 -1.4474 0.5931
H -2.0912 1.5633 -0.3696
H -1.4650 1.0911 1.1920
H -3.0401 0.3719 0.7256
H -0.1889 0.7558 -1.4301
H 2.3962 0.6971 -1.8456
H 4.2524 -0.5750 -0.3600
H 3.1014 -2.1644 1.3907

## Properties
LUMO level: -6.3 eV
E_tot: -683.92040 hartree
SMILES string: [H]/P=[N+](C)/C=C1/C=CC=N1
total charge: +1
HOMO: -13.528 eV

=====

Molecular formula: C6H8N2S
Method: DFT, ωB97M-V/def2-TZVPD

Geometry (Å):
C 1.2453 -1.3570 -0.9237
C 0.8069 -0.0562 -0.8830
C -1.5334 0.7124 -0.7793
C -2.7759 0.4279 -0.4561
C -0.5136 -1.3465 0.4206
C 0.0102 0.8688 1.2455
N 0.3360 -2.1194 -0.1261
N -0.3649 0.0992 -0.0157
S -3.3170 -0.8931 0.4415
H 2.0185 -1.8001 -1.4214
H 1.2591 0.7666 -1.6038
H -1.2785 1.4385 -1.5272
H -3.6484 0.9840 -0.9272
H -0.0222 0.2131 2.1170
H 1.0108 1.2720 1.1458
H -0.6793 1.6764 1.3284
H 0.2939 -3.1997 -0.0393

## Properties
LUMO level (alpha / beta): -12.3 / -12.1 eV
E_tot: -740.21191 hartree
total charge: +2
HOMO (alpha / beta): -18.590 / -18.580 eV

=====

Molecular formula: C6H8N3P
Method: DFT, ωB97M-V/def2-TZVPD

Geometry (Å):
P -1.3186 0.2733 -2.9908
N -0.6371 -0.0796 -1.3910
C -1.3059 0.5335 -0.3262
C -0.6793 1.2390 0.6693
C 0.6746 1.2785 1.0403
C 1.5021 0.3372 1.4767
C 1.1322 -1.0154 1.6764
C 0.2010 -1.6940 0.9239
N 0.2364 -1.8351 -0.4371
N 0.0985 -1.1647 -1.4511
H -0.4809 -0.6394 -3.6303
H -0.6579 1.5057 -3.1391
H -2.3876 0.7911 -0.5060
H -1.3805 1.7126 1.3627
H 0.9035 2.2998 1.2731
H 2.6454 0.5938 1.5499
H 1.5673 -1.4195 2.6663
H -0.1131 -2.7168 1.2331

## Properties
LUMO level: 0.7 eV
E_tot: -738.83896 hartree
SMILES string: Pn1ccccccnn1
total charge: 0
HOMO: -7.830 eV

=====

Molecular formula: C6H8N4O
Method: DFT, ωB97M-V/def2-TZVPD

Geometry (Å):
C 3.9972 -0.6944 0.0760
C 1.6161 0.3371 -0.0194
C 0.9561 -0.9110 -0.1079
C -1.1074 0.0204 0.0101
C -0.4038 1.2171 -0.0603
C -2.5876 0.0096 0.0551
H 4.8512 -0.1623 -0.0594
H 3.7315 -1.3419 -0.6944
H 3.8595 -1.4676 1.2458
H 2.9310 1.3435 0.1485
H 1.7452 -1.8938 0.0889
H -1.0958 2.2562 0.0292
H -2.4144 -2.1537 -0.1115
H -4.1326 -1.3986 -0.0540
N 2.9172 0.4897 -0.0631
N -0.3780 -1.0943 -0.0450
N 0.8382 1.4958 -0.0199
N -3.0892 -1.2563 -0.0137
O -3.2896 0.9377 0.0848

## Properties
LUMO level: 0.2 eV
E_tot: -527.57770 hartree
total charge: 0
HOMO: -8.538 eV

=====

Molecular formula: C6H8NO2
Method: DFT, ωB97M-V/def2-TZVPD

Geometry (Å):
C 0.0206 -1.1597 -0.4112
C -0.9349 -0.5032 0.1727
C 1.4477 -0.5985 -0.7576
C 1.1960 1.6134 0.1855
C -0.3028 -2.5493 -0.9530
C -0.9292 2.0902 1.1999
N 0.0128 1.1671 0.5700
O 2.1631 -1.2489 -1.4345
O 1.9072 0.7038 -0.4426
H 1.7579 2.5739 0.2491
H -1.1023 -2.4326 -1.7032
H -0.6600 -3.1809 -0.1139
H 0.7127 -3.0114 -1.1105
H -0.5464 2.0544 2.2915
H -0.7613 3.0068 0.8068
H -2.0092 1.8474 1.0909
H -1.9720 -0.3725 0.3603

## Properties
LUMO level: -4.9 eV
E_tot: -438.26467 hartree
total charge: +1
HOMO: -15.169 eV

=====

Molecular formula: C6H8NO3S
Method: DFT, ωB97M-V/def2-TZVPD

Geometry (Å):
C 1.3294 -1.0288 1.6191
C 0.3966 -1.5242 0.5038
C 0.2756 -2.9147 0.4041
N 0.2884 -4.0895 0.3065
C -0.4215 -0.6541 -0.1507
C -0.5000 0.7574 -0.0631
C -1.9475 1.1834 -0.5765
S 0.7869 1.5602 -1.2504
O 2.0935 1.1518 -0.8005
O 0.3010 1.1408 -2.5724
O 0.5375 2.9879 -0.9440
H 2.0221 -0.4859 1.1025
H 0.8273 -0.2234 2.2859
H 1.8237 -1.8203 2.0335
H -0.9546 -1.2461 -0.7845
H -0.0381 1.0708 0.9004
H -2.6537 1.0579 0.2462
H -1.9847 2.3530 -0.6283
H -2.1819 0.7237 -1.6314

## Properties
LUMO level: 3.5 eV
E_tot: -912.10990 hartree
SMILES string: C/C(C#N)=C\[C@H](C)S(=O)(=O)[O-]
total charge: -1
HOMO: -5.339 eV

=====

Molecular formula: C6H8NO4S
Method: DFT, ωB97M-V/def2-TZVPD

Geometry (Å):
C 0.9322 1.5821 0.1343
C 0.8563 0.3770 -0.7622
N 2.3529 -0.5652 -0.7599
S 3.6337 0.1958 0.0785
O 4.7868 -0.6391 -0.2185
O 3.7044 1.5243 -0.5157
O 3.2474 0.1453 1.4382
C 1.6782 -1.5946 -0.2683
O 1.9819 -2.6655 0.1813
C 0.3493 -1.0051 -0.3100
C -1.0942 -1.5204 -0.5690
C -0.6986 -1.1011 0.8406
H -0.0760 1.9739 0.2968
H 1.4660 2.2532 -0.6777
H 1.6659 1.5072 1.0066
H 0.7117 0.5647 -1.9256
H -1.2793 -2.6066 -0.7879
H -1.7748 -0.7048 -1.0965
H -1.2402 -0.2562 1.2338
H -0.4810 -1.8981 1.6367

## Properties
LUMO level: 3.3 eV
E_tot: -987.31714 hartree
SMILES string: C[C@H]1N(S(=O)(=O)[O-])C(=O)C12CC2
total charge: -1
HOMO: -5.328 eV

=====

Molecular formula: C6H8NO5
Method: DFT, ωB97M-V/def2-TZVPD

Geometry (Å):
C -0.7417 0.8923 1.5913
C 0.5350 1.6093 3.2513
C -2.0095 0.4454 1.0456
C 1.1537 -0.5047 -0.8362
C 1.0759 0.9457 -0.2107
C 0.5052 0.9745 1.1308
N -0.9248 1.5869 -2.0359
O 0.9106 1.9842 4.3536
O -0.6869 1.2721 2.9417
O 1.3240 1.4655 2.1772
O -2.0661 1.8045 -1.5739
O -0.6614 2.2513 -3.0388
H -2.2627 0.7198 0.0374
H -1.9508 -0.6889 1.0902
H -2.9239 0.6465 1.8024
H 2.2189 -0.7237 -1.3343
H 0.5530 -0.4405 -1.7563
H 0.8469 -1.3014 -0.3088
H 2.0678 1.2432 -0.1750
H 0.4413 1.5922 -1.0303

## Properties
LUMO level: 3.5 eV
E_tot: -664.31963 hartree
total charge: -1
HOMO: -4.185 eV

=====

Molecular formula: C6H8NO5S2
Method: DFT, ωB97M-V/def2-TZVPD

Geometry (Å):
C -1.5890 -0.4830 -0.2491
C -0.6988 0.5300 -0.4095
C -1.9179 -1.1731 0.8660
C 0.4088 -0.6970 1.8793
C 2.4959 -0.2132 1.8243
C 1.3024 1.5199 -2.1015
N -2.6643 -2.2664 0.8185
O -2.6682 -3.0880 1.7407
O -3.3158 -2.4338 -0.2520
O -1.1765 0.6830 -3.0432
O -0.8859 2.7926 -1.9627
O 1.4111 -0.2343 2.6413
S -1.1901 -0.7132 2.4479
S -0.5653 1.3528 -1.9379
H -2.0576 -0.8072 -1.1121
H -0.2517 1.0006 0.2648
H 2.5164 0.7375 1.1485
H 2.4082 -1.0309 1.1562
H 3.3979 -0.4279 2.4557
H 1.5875 2.5788 -2.1065
H 1.6009 1.2074 -1.1350
H 1.8518 1.1653 -2.9337

## Properties
LUMO level: 3.0 eV
E_tot: -1460.53782 hartree
total charge: -1
HOMO: -4.402 eV

=====

Molecular formula: C6H8NOS
Method: DFT, ωB97M-V/def2-TZVPD

Geometry (Å):
C 1.3465 1.5383 1.0388
C 2.4614 2.2053 0.9837
C 1.5997 1.5443 -1.2058
C -0.0404 -0.9739 0.1561
C -1.0848 -1.9784 -0.0558
C -0.3466 0.4737 -0.2072
N 0.8511 1.2312 -0.1772
O 1.0202 -1.1838 0.6583
S 2.9631 2.4061 -0.6964
H 0.7883 1.2013 1.9813
H 2.9405 2.5847 1.8545
H 1.2787 1.0299 -2.0702
H -1.8886 -1.5391 -0.6499
H -0.6305 -2.8674 -0.4665
H -1.3231 -2.2206 1.0063
H -1.0970 0.7853 0.4705
H -0.7478 0.4084 -1.1714

## Properties
LUMO level: -4.4 eV
E_tot: -761.33072 hartree
total charge: +1
HOMO: -13.931 eV

=====

Molecular formula: C6H8O2
Method: DFT, ωB97M-V/def2-TZVPD

Geometry (Å):
C 0.7062 1.4171 -0.9866
C 1.2402 0.2689 -0.0813
C 0.1992 -0.2130 0.9867
C -0.9854 0.1859 -0.6330
C -1.6584 -1.2204 -0.0997
C -0.8809 -1.3859 0.9239
H 1.4159 1.5570 -1.7768
H 0.8264 2.2350 -0.1263
H 1.7076 -0.4837 -0.6816
H 2.1220 0.5781 0.3968
H 0.4433 -0.4118 2.1050
H -0.1765 -0.4182 -0.6198
H -2.7440 -1.7583 -0.1241
H -1.0195 -2.1514 1.6513
O -0.6592 0.6338 0.6403
O -0.5369 1.1669 -1.5750

## Properties
LUMO level: 1.0 eV
E_tot: -383.55285 hartree
total charge: 0
HOMO: -9.058 eV

=====

Energy above the lowest of the compared OMol25 structures with the same formula, charge and spin, record by record: 66.50, 85.73, 134.89, 204.06, 84.62, 65.52, 8.51, 115.58, 87.52, 55.27, 51.48, 103.27, 75.78, 46.14, 18.29, 48.96, 61.94, 118.61, 15.36, 224.18 kcal/mol